This record from the Open Molecules 2025 dataset describes C22H44F6I2N5O4 as an isolated structure in a non-equilibrium geometry. The level of theory is ωB97M-V/def2-TZVPD.

Structure (XYZ):
```
83
Properties=species:S:1:pos:R:3:forces:R:3:mulliken_charge:R:1
C -1.245850 2.489310 2.097756 -0.71 0.13 1.20 -0.900
C -0.114038 2.399572 3.265379 -1.35 -1.01 -0.36 -0.155
C 1.225899 2.980439 2.672204 -2.44 -0.99 -2.04 -1.888
I 1.718818 1.293184 1.307957 0.31 0.93 0.64 0.528
N 2.347850 3.410960 3.599885 0.81 -0.54 -0.55 0.293
C 2.690004 2.328125 4.610707 0.71 -2.44 2.87 -0.571
C 1.777535 2.138982 5.889906 -0.53 -0.81 1.98 -0.665
C 2.409606 2.688041 7.282921 0.01 0.76 -1.35 -1.016
I 1.503713 1.674554 9.016741 0.55 0.60 -1.07 0.068
C 3.659305 3.596267 2.816319 4.08 0.73 -2.06 0.474
C 3.617292 4.266419 1.401786 0.31 1.30 -0.57 -1.252
F 4.427986 2.378760 2.676542 -2.07 1.42 0.63 -0.314
C 2.026601 4.736736 4.183292 -3.98 3.94 0.76 0.943
F 1.754953 5.733660 3.195260 1.36 -2.86 1.25 -0.261
F 0.771053 4.800710 4.862272 2.59 -1.63 -1.27 -0.273
C 2.997894 5.453580 5.202689 2.53 4.25 2.38 0.491
F 3.586401 6.572290 4.548162 -1.20 -2.75 0.96 -0.259
F 4.061130 4.785383 5.767450 -2.12 0.28 -1.36 -0.179
F 2.305749 6.052732 6.282310 1.17 -1.98 -2.68 -0.225
H -2.246503 2.564169 2.660823 1.43 -0.07 -0.89 0.361
H -1.311957 1.543797 1.477884 0.42 1.29 0.60 0.081
H -1.153937 3.448021 1.493273 -0.02 -1.30 0.56 0.353
H -0.579444 2.863351 4.177460 0.98 0.03 -0.95 0.308
H -0.029293 1.273163 3.484317 0.16 1.76 -0.12 0.372
H 0.934132 3.784030 1.906655 0.98 -0.75 1.68 0.829
H 3.750593 2.447703 5.042912 -1.55 0.41 -1.16 0.579
H 2.733049 1.285370 4.128031 -0.31 2.12 -0.13 0.479
H 0.719332 2.531208 5.856905 1.32 -0.39 -0.34 0.223
H 1.657010 1.011288 6.096452 0.26 1.62 -0.83 0.548
H 2.149534 3.789595 7.358449 0.45 -1.40 0.31 0.369
H 3.541972 2.562216 7.302633 -1.59 0.01 0.19 0.404
H 4.427652 4.223499 3.399380 -1.79 -0.80 -0.18 0.402
H 3.676614 5.407300 1.539853 -0.20 -1.69 -0.09 0.351
H 2.757553 4.062982 0.707201 0.85 -0.09 0.97 0.232
H 4.576991 3.996996 0.831150 -1.43 0.11 1.12 0.369
C -0.823295 -1.541451 0.345818 -0.95 -0.19 -0.64 0.036
O -0.549136 -0.706884 1.201633 -0.15 0.02 0.03 -0.574
N -1.969031 -1.576202 -0.374612 1.21 -0.08 0.60 0.199
C -2.224006 -2.599853 -1.374687 -0.27 0.02 0.15 -1.075
C -2.975302 -0.559559 -0.141730 0.15 0.10 0.20 -0.952
H -0.128724 -2.356675 0.090995 -0.05 -0.02 -0.03 0.341
H -2.371945 -2.121248 -2.340896 0.02 -0.16 -0.04 0.392
H -3.126130 -3.150504 -1.098207 0.34 0.13 -0.17 0.454
H -1.385174 -3.295769 -1.444012 0.05 0.16 0.08 0.341
H -2.542792 0.424990 -0.337794 -0.16 0.02 0.01 0.290
H -3.291956 -0.600803 0.903580 -0.09 0.11 -0.08 0.343
H -3.835372 -0.718298 -0.791895 0.16 -0.09 0.04 0.326
C -2.547035 -2.775680 -5.302806 -0.35 0.05 -0.46 -0.007
O -2.236324 -1.922902 -4.494627 -0.17 0.06 -0.12 -0.630
N -3.720656 -2.816082 -5.990556 0.74 -0.09 0.13 0.109
C -4.018758 -3.866333 -6.943058 -0.11 0.26 0.07 -1.000
C -4.703926 -1.774013 -5.762018 0.18 0.14 0.20 -0.953
H -1.871759 -3.610368 -5.549636 -0.04 -0.07 -0.08 0.414
H -4.189392 -3.419442 -7.925279 -0.03 -0.20 -0.03 0.388
H -4.920269 -4.394678 -6.621219 0.02 -0.10 -0.16 0.382
H -3.193737 -4.576850 -7.012283 -0.03 0.11 0.05 0.306
H -4.262117 -0.804768 -6.003939 -0.16 0.01 0.07 0.329
H -4.988640 -1.774768 -4.706624 -0.08 0.12 -0.07 0.265
H -5.586593 -1.939333 -6.380080 0.14 -0.07 0.03 0.377
C -5.151211 -5.102740 -1.764548 0.09 -0.34 -0.37 0.006
O -4.861030 -3.955330 -1.473561 -0.23 -0.34 -0.40 -0.600
N -4.684660 -5.801006 -2.839325 -0.33 0.28 0.68 0.179
C -5.090686 -7.170079 -3.088735 0.15 0.13 -0.13 -0.957
C -3.759182 -5.172209 -3.768326 -0.19 0.17 0.45 -0.768
H -5.848085 -5.689977 -1.146525 0.01 -0.09 -0.05 0.283
H -4.205325 -7.810604 -3.088666 -0.14 -0.13 -0.03 0.343
H -5.580310 -7.225040 -4.064213 -0.01 -0.19 0.06 0.327
H -5.783350 -7.518029 -2.321512 0.07 0.10 -0.05 0.290
H -2.860821 -4.865630 -3.226815 0.03 0.06 -0.18 0.216
H -4.227359 -4.286578 -4.198994 0.11 -0.08 0.05 0.235
H -3.488953 -5.867742 -4.563827 -0.08 0.00 0.13 0.390
C 4.247836 1.371539 -3.054457 0.14 -0.15 0.22 0.077
O 3.649385 2.396829 -2.788088 0.13 -0.15 0.26 -0.565
N 4.921930 0.601991 -2.154980 -0.25 0.20 -0.60 0.162
C 5.614780 -0.610959 -2.542347 -0.01 0.13 0.25 -0.912
C 4.944500 1.013195 -0.766513 -0.17 0.15 -0.18 -0.700
H 4.289720 0.975513 -4.081116 0.05 -0.07 0.01 0.286
H 5.191338 -1.455279 -1.992504 0.14 -0.10 -0.11 0.311
H 6.674805 -0.510685 -2.296418 0.00 -0.19 -0.08 0.324
H 5.512405 -0.794252 -3.612561 -0.04 0.09 0.10 0.313
H 3.918319 1.067119 -0.393650 0.28 0.08 0.06 -0.058
H 5.395136 2.006653 -0.695632 -0.04 -0.03 0.17 0.223
H 5.517689 0.306383 -0.165674 -0.04 0.02 -0.14 0.398
```
Forces are in eV/Å.

Output
E_HOMO: -0.3891 hartree
frontier orbital gap: 7.58 eV
electronic energy: -2633.5997 a.u.
net charge: +1